# C20H24FN6O3RuS

A molecular structure, C20H24FN6O3RuS (the ωB97M-V functional and the def2-TZVPD basis, the OMol25 dataset).

As for the gap between HOMO and LUMO (spin up / spin down): 7.3 / 6.9 eV. The charge is +2. The value obtained for the HOMO energy (spin up / spin down) is -14.05 / -14.05 eV. For the energy relative to the best compared isomer or geometry (same formula, charge and spin), the calculation gives 11.8 kcal/mol. As for the multiplicity: 2.

Geometry as XYZ:
```
56
Properties=species:S:1:pos:R:3:lowdin_spin:R:1
Ru 1.3346 1.4593 0.6923 0.77
C -3.5672 -3.4375 -2.4038 0.00
C -2.0891 -3.7941 -2.4903 0.00
C -1.7786 -5.2410 -2.1490 0.00
C -2.1939 -5.5507 -0.7177 0.00
C -1.7184 -4.4893 0.2417 0.00
C -1.6827 -4.7362 1.5920 0.00
C -1.2075 -3.7705 2.4836 0.00
F -1.2030 -4.0665 3.7820 0.00
C -0.7350 -2.5618 2.0685 0.00
C -0.7455 -2.2786 0.6932 0.00
C -0.2091 -1.0533 0.1822 0.01
O 0.2063 -0.1412 1.0412 0.04
C -0.1852 -0.8572 -1.1953 0.00
C -0.7954 -1.7895 -2.0185 0.00
N -1.3165 -2.9133 -1.5622 0.00
C -1.2650 -3.2273 -0.2101 0.00
C 0.4437 0.3666 -1.7815 0.00
O -0.0252 0.9393 -2.7461 0.00
O 1.5409 0.7476 -1.1796 -0.01
H -4.1388 -4.1132 -3.0397 0.00
H -3.7452 -2.4185 -2.7471 0.00
H -3.9460 -3.5248 -1.3852 0.00
H -1.7143 -3.5563 -3.4850 0.00
H -0.7108 -5.4257 -2.2834 0.00
H -2.3077 -5.8842 -2.8509 0.00
H -1.7777 -6.5088 -0.4064 0.00
H -3.2791 -5.6496 -0.6410 0.00
H -2.0079 -5.6911 1.9864 0.00
H -0.3635 -1.8440 2.7826 0.00
H -0.8744 -1.6084 -3.0832 0.00
N 1.4008 1.4476 2.8764 0.00
N 2.4863 2.1389 3.4438 0.00
C 3.4894 2.5271 2.6475 0.02
N 4.5480 3.1012 3.1892 0.01
S 3.4566 2.2724 0.9443 0.05
H 0.5247 1.7614 3.2865 0.00
H 1.4983 0.4475 3.0566 0.00
H 2.5092 2.2664 4.4458 0.00
H 4.6667 3.2084 4.1855 0.00
H 5.3027 3.4095 2.5951 0.00
C 0.9820 5.1918 -3.0796 0.00
C 0.9060 4.6827 -1.6852 0.03
C 0.9206 5.3673 -0.4653 0.01
C 0.7834 4.4164 0.5149 0.01
N 0.6842 3.1690 -0.0549 0.03
N 0.7925 3.3959 -1.4091 0.00
C 0.6458 4.6478 1.9771 0.00
H 0.7876 6.2606 -3.1015 0.00
H 0.2582 4.6876 -3.7188 0.00
H 1.9780 5.0132 -3.4872 0.00
H 0.9867 6.4341 -0.3347 0.00
H 0.6538 2.6159 -2.0606 0.00
H -0.3098 5.1300 2.1855 0.00
H 1.4343 5.3068 2.3394 0.00
H 0.6715 3.7204 2.5397 0.00
```



# C32H22BrF4IN2O2PPd

A molecular structure, C32H22BrF4IN2O2PPd (the ωB97M-V functional and the def2-TZVPD basis, the OMol25 dataset).

As for the gap between HOMO and LUMO: 7.1 eV. The charge is +1. The value obtained for the HOMO energy is -10.84 eV. For the energy relative to the best compared isomer or geometry (same formula, charge and spin), the calculation gives 0.0 kcal/mol.

Geometry as XYZ:
```
66
Properties=species:S:1:pos:R:3:nbo_charge:R:1
Pd -0.3061 0.6725 0.5059 0.58
C 2.1019 -3.2616 -0.3209 -0.64
C 1.5846 -3.0834 1.0739 0.18
N 1.7497 -4.0423 1.9394 -0.37
C 1.2748 -3.8962 3.1987 -0.01
C 0.6228 -2.7788 3.6310 -0.05
C 0.1633 -2.7097 5.0668 -0.10
O -1.2295 -2.4473 5.2072 -0.72
C 0.4178 -1.7079 2.7080 -0.18
C -0.2154 -0.5166 3.2004 0.18
N -0.4854 0.5834 2.5733 -0.55
C -1.0326 1.6683 3.3239 0.18
C -0.8715 1.7904 4.7069 -0.23
C -1.4460 2.8347 5.4082 -0.18
C -2.1893 3.8052 4.7511 -0.19
C -2.3266 3.7343 3.3751 -0.22
C -1.7407 2.6817 2.6936 -0.21
I -1.8791 2.6854 0.6044 0.43
C 0.9015 -1.8595 1.4007 0.36
O 0.7885 -0.9995 0.4280 -0.72
H 2.6355 -4.2054 -0.3909 0.25
H 2.7654 -2.4389 -0.5924 0.21
H 1.2761 -3.2580 -1.0375 0.22
H 1.4455 -4.7296 3.8690 0.20
H 0.6700 -1.9001 5.5969 0.19
H 0.4408 -3.6374 5.5711 0.19
H -1.7213 -3.2091 4.8829 0.48
H -0.5093 -0.5712 4.2409 0.22
H -0.2679 1.0753 5.2475 0.23
H -1.2997 2.8941 6.4778 0.24
H -2.6366 4.6241 5.2966 0.24
H -2.8762 4.4971 2.8404 0.23
F 5.5965 -0.9122 -2.8072 -0.26
C 4.3449 -0.5530 -2.5905 0.32
C 3.3392 -1.0115 -3.4069 0.27
F 3.6163 -1.8136 -4.4225 -0.27
C 2.0316 -0.6214 -3.1637 0.42
F 1.1154 -1.0740 -4.0177 -0.30
C 1.6850 0.2126 -2.1069 -0.47
P -0.0691 0.5960 -1.7530 1.17
C -1.1419 -0.6668 -2.4574 -0.43
C -1.4754 -1.7711 -1.6748 -0.18
C -2.3101 -2.7529 -2.1885 -0.20
C -2.8185 -2.6283 -3.4727 -0.17
C -2.4872 -1.5278 -4.2529 -0.22
C -1.6484 -0.5484 -3.7511 -0.12
C -0.4178 2.1369 -2.6191 -0.44
C 0.6055 2.9775 -3.0437 -0.12
C 0.2975 4.2075 -3.6111 -0.21
C -1.0241 4.5977 -3.7541 -0.18
C -2.0502 3.7560 -3.3398 -0.20
C -1.7508 2.5296 -2.7717 -0.22
C 2.7298 0.6773 -1.2998 -0.11
Br 2.4902 1.8679 0.1327 0.15
C 4.0363 0.2987 -1.5403 0.30
F 5.0325 0.7353 -0.7800 -0.28
H -1.0789 -1.8691 -0.6740 0.23
H -2.5670 -3.6118 -1.5832 0.23
H -3.4741 -3.3918 -3.8700 0.23
H -2.8777 -1.4361 -5.2575 0.23
H -1.3733 0.2947 -4.3727 0.22
H 1.6404 2.6789 -2.9418 0.22
H 1.0943 4.8585 -3.9444 0.23
H -1.2594 5.5566 -4.1961 0.23
H -3.0827 4.0526 -3.4684 0.23
H -2.5538 1.8612 -2.4769 0.23
```



# C4H9ClN2O

A single C4H9ClN2O molecule in a non-equilibrium geometry (the ωB97M-V functional and the def2-TZVPD basis, the OMol25 dataset).

As for the gap between HOMO and LUMO: 9.6 eV. The charge is 0. The value obtained for the HOMO energy is -8.67 eV. For the energy relative to the best compared isomer or geometry (same formula, charge and spin), the calculation gives 44.9 kcal/mol. The SMILES is OC/C=N\NCCCl.

Geometry as XYZ:
```
17
Properties=species:S:1:pos:R:3:nbo_charge:R:1
O 1.9618 0.3853 0.6719 -0.72
C 1.7996 -0.9549 0.2530 -0.14
C 1.0686 -1.0328 -1.0666 0.01
N -0.1627 -1.0311 -1.2148 -0.22
N -1.0833 -0.9490 -0.1857 -0.46
C -1.1101 0.1918 0.7291 -0.29
C -1.5797 1.4892 0.1324 -0.37
Cl -0.4181 2.2511 -0.9892 -0.08
H 2.0011 0.9492 -0.1096 0.48
H 1.2481 -1.4910 1.0122 0.19
H 2.7871 -1.4099 0.1534 0.17
H 1.6172 -1.2548 -1.9777 0.19
H -1.9901 -1.0727 -0.5902 0.36
H -0.1404 0.3958 1.1915 0.24
H -1.7591 -0.0925 1.5514 0.21
H -2.5040 1.3650 -0.4452 0.21
H -1.7359 2.2610 0.8842 0.22
```



> Which value of energy relative to the best compared isomer or geometry (same formula, charge and spin) does entry 2 give?

0.0 kcal/mol